Density functional theory data (wB97M-V/def2-TZVPD) for a cluster of 11 separate species, C79H156BF13N8O14 in total at a distorted geometry.

Output
HOMO-LUMO gap ... 5.43 eV
E ... -160995.591 eV
LUMO energy ... -8.562 eV
HOMO level ... -13.996 eV
Total charge ... +4

The geometry in XYZ format:
```
271
Properties=species:S:1:pos:R:3:forces:R:3
F 0.942400 3.504402 0.077753 4.1 0.1 -0.5
F -3.515490 0.132721 5.335916 -0.4 0.8 0.0
F -1.617677 0.120448 6.250907 0.5 0.7 -0.6
F 5.213323 0.538932 -2.746743 -0.6 0.8 -0.1
F 5.228828 2.440637 -1.604214 -1.0 -1.2 -1.5
F -0.727459 2.597060 0.902610 -0.5 0.8 -0.4
F -0.783802 -4.491501 -2.795715 0.2 -0.3 -0.1
F -1.888167 0.971032 4.168592 -0.2 -0.2 1.7
F 0.989807 -3.090734 -3.015600 0.7 0.0 -0.3
F -0.100935 -3.265237 -0.958676 0.4 -0.2 -0.6
F 3.336416 1.439594 -2.038915 -0.1 -0.7 0.4
F 1.207002 -5.022053 -1.676774 -0.4 0.6 -0.9
F -0.714079 4.755381 0.265814 -0.1 -0.7 -0.2
O 0.747318 2.996211 11.640729 0.1 0.4 -0.5
O -1.507701 3.051937 5.981972 0.3 0.4 0.3
O -2.068267 2.518024 -1.361953 0.6 0.3 0.9
O 0.129122 2.162762 -2.083181 -0.9 0.0 1.3
O 4.781709 -0.163592 -7.335990 -1.1 1.2 -1.0
O 0.399777 2.126567 -8.347691 -0.4 -1.2 0.5
O -4.930144 -4.465542 2.997478 0.2 0.1 0.5
O -1.193096 4.276141 4.225466 -0.4 -0.5 -0.4
O 3.692559 1.834756 -4.789046 -0.7 -0.4 -0.8
O 5.495243 3.079188 -4.184300 2.2 -1.2 -0.1
O -3.026404 1.980907 7.361557 -0.8 0.3 0.4
O -2.831120 4.238365 -2.848867 1.5 2.5 -0.9
O 1.695852 -9.264571 -6.097870 0.5 -0.4 0.0
O 1.281688 -3.495022 2.636270 0.0 0.7 -0.3
N -3.236247 3.308973 -2.212431 -2.0 -1.7 0.9
N 5.712466 -0.611666 -6.825287 2.2 -1.5 1.6
N -0.612621 5.253683 4.585125 -0.7 -1.4 -0.2
N -0.096088 2.254952 11.302807 0.9 -2.4 0.4
N 1.780362 -2.517533 2.179994 -0.4 -0.4 0.9
N 0.758617 -8.560685 -6.072742 -0.2 -0.1 1.8
N -5.021907 -4.478501 1.830106 -0.7 -0.5 -0.4
N 2.573731 3.068224 -7.146812 2.6 -3.5 0.4
C -5.278498 1.264140 -1.320909 0.2 0.4 -0.1
C 7.695834 -0.602031 -8.082927 0.8 0.8 -1.9
C 1.586218 4.055225 -7.376779 -0.2 0.0 -0.7
C 1.179363 -1.163739 2.609463 0.0 0.5 -0.4
C 2.076727 0.046458 2.246877 0.2 -1.9 -1.2
C 2.761450 -0.099224 0.809136 0.6 -0.2 1.4
C -4.137055 0.858435 -2.277556 1.5 0.5 0.6
C -2.611861 2.345167 6.053532 1.2 -1.8 -0.2
C -0.331803 -8.852692 -4.918905 2.3 -1.4 0.9
C 7.881390 0.029466 -5.516236 -1.9 -0.3 -0.5
C 6.359868 -1.934706 -4.852455 3.4 1.0 -1.3
C 1.203920 0.196759 11.737458 1.4 -0.5 0.6
C -3.462847 4.547325 -0.012658 -2.1 1.4 -1.9
C -4.141213 -2.562399 0.664344 2.1 -0.6 -1.3
C 0.670540 -0.204751 -2.448210 -0.3 0.9 1.8
C 0.248591 -10.138038 -4.169873 -1.2 1.4 -2.1
C -1.912560 -7.919943 -6.645310 -0.1 2.3 1.2
C -0.820541 0.057380 10.185830 -1.3 0.2 -0.3
C -4.241344 3.702645 -1.049455 -0.7 -0.9 0.2
C 0.604721 3.490537 -8.509924 0.5 1.9 1.3
C 2.892238 -2.665852 1.231687 -1.1 0.2 -0.5
C -0.305139 3.499978 -0.084423 -2.9 -0.8 1.6
C 4.088238 -2.098465 -5.851044 0.3 2.8 -0.1
C 1.319943 1.372074 9.463096 -1.7 -1.9 -0.3
C -5.487209 2.534004 7.121538 0.0 -0.5 -0.2
C -3.839498 -5.064862 -0.194183 0.5 2.9 -2.3
C 7.095343 0.111022 -6.849975 -0.5 0.5 -1.7
C 0.661080 -7.510187 -7.064643 -0.8 1.2 -2.8
C -0.795020 1.596534 -7.784216 -0.4 0.8 0.0
C 1.226056 5.907318 6.031861 -0.3 1.2 -0.5
C -6.218967 -5.661143 -0.058380 -0.5 -1.7 -0.1
C -5.168034 -5.070704 -0.995192 -0.5 -0.9 0.6
C 0.962931 -6.179216 -6.361885 1.3 -1.4 0.7
C 1.559862 5.805677 3.589191 0.7 0.9 -1.1
C 5.563925 -1.979256 -6.117863 -1.1 -1.2 -0.6
C -1.557829 -9.056265 -5.727542 -0.4 -1.5 -0.3
C 0.073746 0.835872 -1.490666 -1.2 0.1 -0.7
C -1.475998 2.414844 11.835331 1.0 1.7 1.0
C 1.686635 -7.814716 -8.215207 -0.2 1.2 0.3
C 0.852103 -1.310629 4.078442 0.7 0.8 0.8
C -3.622695 2.139710 -3.131102 -1.5 -2.0 1.1
C -2.385711 1.808627 -3.891943 1.4 0.0 -2.6
C -1.272246 1.953879 13.321376 -0.7 0.5 0.5
C -4.139721 2.743235 7.785270 0.6 2.1 0.4
C -2.416270 0.909539 5.487314 0.4 -1.2 -1.6
C 2.812069 -4.105058 0.711544 1.2 -0.5 1.9
C -2.581408 -4.045222 1.854516 -0.9 -1.6 0.1
C -6.421238 -4.901712 1.245548 -0.5 0.5 0.6
C -7.248591 -3.556938 1.024068 0.9 -1.2 -0.5
C 2.436524 5.311960 -7.639053 -1.1 0.4 -1.6
C -2.496390 1.554555 11.144923 -0.1 0.1 0.9
C -5.376942 4.443890 -1.831559 -0.3 0.9 1.5
C 6.854946 1.537619 -7.313031 0.9 1.4 1.2
C 4.170571 -2.363350 1.977611 -0.9 -1.1 2.0
C 1.299229 3.653800 4.857920 -0.7 0.1 2.1
C 7.883128 -1.433662 -5.056173 -0.1 -1.6 1.1
C -0.837591 3.064928 -1.459084 1.3 0.2 -0.9
C -1.681313 3.936030 11.665276 1.1 -0.1 -2.6
C -0.116630 -1.118317 1.815053 -0.8 -1.2 -0.9
C 0.860699 5.119044 4.737687 0.8 0.6 1.4
C 5.590381 4.421693 -4.746741 -0.8 -1.9 0.7
C -7.155881 -5.791014 2.325309 1.4 0.9 -0.1
C 4.519320 1.697289 -2.576388 1.4 0.2 2.7
C -0.787313 -7.564385 -7.676280 -0.2 -1.9 0.5
C -1.446168 6.410540 4.999101 0.1 0.4 2.0
C -3.816117 -4.073950 0.953639 -0.8 1.1 0.7
C 4.282922 2.531197 -3.760097 1.1 2.5 -3.3
C -2.105388 0.090415 11.083714 1.2 1.3 1.3
C -2.025459 6.106569 6.420752 -0.9 0.3 0.4
C 5.894036 -3.262872 -6.978621 1.4 0.6 1.1
C 6.998734 4.776868 -5.090207 -0.8 1.4 -1.7
C -0.482201 7.606094 5.104276 -2.2 0.3 -1.2
C 0.769873 7.423863 5.949479 0.9 -0.5 -0.2
C -4.742594 2.522765 -4.137500 1.5 1.1 -0.9
C 0.418039 0.843102 10.636682 -0.4 1.6 0.0
C -2.560879 6.645900 3.967707 1.2 0.3 -0.9
C -4.839119 2.424424 -0.342298 1.7 -1.8 -0.7
C -0.418679 -7.798585 -3.851065 -0.7 1.5 0.4
C 2.706707 -1.550533 0.184865 1.7 0.7 2.1
B 0.369932 -3.976576 -2.192088 -1.0 -0.5 2.0
H -6.020235 -6.752178 0.096323 0.6 0.8 0.6
H 7.248001 4.435802 -6.109329 0.3 0.1 0.6
H 2.210634 0.560952 0.172977 0.1 0.3 -0.6
H 3.895593 -2.795370 -5.117413 -0.3 -1.9 1.4
H -3.376593 1.823902 11.746844 -0.3 -0.5 -0.6
H 6.995234 -3.347850 -7.010427 -0.5 -0.4 -0.2
H -4.224040 2.529058 8.830294 -0.2 -0.1 0.8
H 2.708582 -7.611114 -7.854651 -0.4 -0.1 -0.4
H -1.260705 -8.134067 -3.144922 1.5 0.5 -0.9
H 0.766709 5.524176 6.944311 0.2 -0.6 -0.2
H -2.273083 -7.022089 -5.976520 1.2 -1.3 -1.3
H 3.129518 5.155338 -8.499927 -0.8 0.0 0.2
H -8.046265 -6.132735 1.809052 0.0 -0.4 0.0
H -0.925414 1.683617 -6.696749 0.5 0.3 -0.1
H -0.572771 1.112986 13.393356 -0.7 0.2 0.2
H -6.173252 3.306336 7.497891 0.2 -0.1 -0.3
H -0.746302 -6.836828 -4.279148 0.0 -0.3 0.5
H -0.524641 -0.138040 1.853817 -0.3 0.9 0.2
H -4.041600 4.863173 0.837764 -1.2 -0.1 0.1
H -4.813122 -2.427753 -0.177499 0.0 0.2 0.1
H 0.772478 0.150680 12.740765 -0.2 -0.1 -0.5
H 2.796738 0.190489 3.026816 0.6 -0.1 0.4
H 3.330552 3.032064 -7.850661 -0.5 0.8 0.3
H -0.741101 4.019874 -2.036407 -0.7 -0.7 -0.2
H -3.844769 3.862370 7.741691 -0.5 -1.5 -0.1
H -7.501965 -5.186526 3.195517 0.5 -0.5 -0.6
H 3.713859 3.389660 -3.473015 -1.1 0.4 0.8
H 0.481694 -2.308532 4.246235 0.2 -0.3 0.5
H 3.780271 -1.142693 -5.422875 -0.5 0.0 0.0
H -1.082601 0.482918 9.200910 -0.1 -0.7 0.1
H -0.959342 4.568374 12.183100 0.0 -0.4 0.0
H -8.266816 -3.925067 0.989338 -0.3 0.2 -0.2
H -0.835237 -1.825753 2.225659 0.0 0.1 0.4
H 1.567772 8.037777 5.510188 -0.2 -0.2 -0.1
H -3.122386 5.777984 3.572634 0.6 0.3 0.6
H 2.388114 3.649170 4.877511 0.0 0.0 0.1
H -2.845428 -8.190059 -7.085658 -0.4 -0.2 -1.0
H 2.164077 0.708314 11.860540 -0.1 0.0 0.0
H 1.742402 6.872287 3.796505 0.0 -0.5 -0.1
H -2.962107 -0.496658 10.744976 0.6 -0.2 -0.2
H 8.442348 0.046498 -8.697188 -1.3 -0.9 1.5
H 1.190563 -9.865403 -3.733230 0.2 -0.1 0.5
H 1.587572 -8.836778 -8.484117 0.2 -1.1 -0.1
H 1.234875 -5.424138 -7.083080 -0.2 0.2 -0.2
H 8.139870 -1.547397 -7.931968 0.9 -0.9 0.8
H 5.235874 4.984936 -3.937862 -0.7 1.6 0.8
H 2.040250 2.134228 9.713871 0.2 0.0 0.3
H -4.350716 0.042029 -3.026726 -0.2 0.9 0.8
H -5.820689 5.269573 -1.222149 0.5 -0.6 -0.2
H -4.085199 1.850452 0.289415 -0.4 1.3 -0.5
H -3.109214 5.848183 6.266116 1.1 -0.3 0.5
H 6.927388 -0.896219 -8.809139 -0.2 0.6 0.0
H 1.829238 -6.401936 -5.710062 -0.1 0.6 -0.3
H -6.208951 3.808654 -2.072867 -0.3 -0.6 0.2
H -0.865819 0.554117 -8.032370 0.4 -0.5 -0.2
H 3.704382 -4.390069 0.147154 -0.4 0.4 -0.3
H -0.106226 -1.420497 0.759524 0.7 0.2 0.0
H 8.471610 -2.153598 -5.709018 -0.8 1.1 0.4
H -5.931728 1.558259 7.384634 0.3 0.3 -0.2
H 1.886884 -4.318103 0.238725 -0.6 0.1 -1.0
H -0.951196 2.730584 14.040277 0.2 -0.1 -0.8
H -1.641945 -3.953100 1.300588 -0.4 -0.1 -0.2
H -3.214925 5.511239 -0.498632 0.7 -0.7 0.3
H 0.959187 3.019955 4.074313 -0.4 -0.3 -0.8
H -2.062426 0.774790 -3.813548 -0.3 -0.3 0.3
H -4.484100 -2.099422 1.566943 -0.3 0.4 0.4
H -3.614767 -6.051814 0.090287 0.2 -1.3 0.7
H 0.331525 -0.121481 -3.462080 -0.2 0.3 -0.4
H 3.796374 0.341391 0.998539 -1.2 -0.9 -0.9
H -4.791413 1.720955 -4.873758 -0.2 -0.2 0.2
H 4.365530 -3.231014 2.652427 0.5 0.7 -0.7
H 7.704429 4.540917 -4.362427 1.1 -1.3 1.2
H 1.790625 0.461787 9.027716 0.0 0.7 0.3
H 1.040180 4.158210 -6.429298 -0.2 0.2 -0.3
H 6.310234 2.171493 -6.615503 -0.6 -0.5 0.4
H -1.818290 -0.201328 12.116091 -0.4 -0.4 -0.6
H -5.634997 0.393256 -0.782546 0.3 -0.2 0.6
H -2.628818 4.329895 11.855552 -1.8 0.0 0.8
H -0.541865 -10.357524 -3.465483 0.2 -0.4 0.3
H 1.856314 -1.767465 -0.351862 -2.2 0.0 -1.2
H 2.525863 5.346947 3.338209 -0.2 0.0 0.5
H 3.119990 5.505939 -6.831622 -0.2 0.2 0.7
H 0.404958 -10.927342 -4.900614 -0.1 -0.3 0.3
H -0.983493 0.547628 -1.300731 0.4 0.4 -0.4
H 1.485013 -7.284197 -9.191273 0.0 0.0 1.4
H 0.600156 1.721954 8.712252 0.4 0.2 -0.1
H -1.665294 2.047834 -8.246138 -0.2 0.4 -0.1
H 1.702618 -1.000166 4.737597 -0.5 -0.7 -0.5
H 2.233630 2.101098 -7.275950 -0.6 0.7 0.4
H -7.216989 -5.848206 -0.476583 0.0 1.0 -0.3
H -6.992608 -3.032613 0.084499 -0.1 -0.4 0.5
H 6.414150 -2.905712 -4.434384 -0.2 -1.0 0.5
H 7.845952 2.055315 -7.210636 -0.6 -0.6 -0.8
H 7.328008 0.740953 -4.834833 0.8 -0.9 -0.3
H -0.681726 -8.419913 -8.401610 -0.6 0.8 0.5
H 3.542554 -2.260887 -6.747296 -0.6 -0.3 -0.6
H -1.432764 5.301362 6.853174 -0.6 -0.3 0.2
H 1.797502 6.192364 -7.863807 0.6 -0.4 0.2
H -2.683971 -3.217309 2.548508 0.1 -0.1 0.3
H 1.450168 -0.837261 11.444769 -0.2 0.4 0.0
H 0.170899 -5.914491 -5.708755 -0.7 0.7 0.3
H -2.022296 6.958552 7.182339 0.3 -0.7 -1.5
H -3.299502 0.424890 -1.601708 -1.0 0.9 -1.3
H -0.286799 4.129669 -8.515078 -0.2 -0.5 0.0
H 7.108770 5.878035 -5.050042 -0.4 -0.3 -0.6
H -5.101052 4.900228 -2.765050 0.6 0.2 -0.2
H -0.642621 -1.005505 10.165240 0.9 -0.3 -0.7
H 1.729488 -0.166165 -2.363608 1.0 0.0 -0.5
H -1.263714 8.376843 5.402029 1.7 -0.2 -0.2
H -5.384957 2.594190 6.028155 -0.4 0.1 0.3
H -6.151870 1.488472 -1.885665 -0.7 0.7 -0.7
H -2.725704 3.988517 0.454096 1.6 -0.8 0.2
H 4.154044 -1.448326 2.575544 0.0 -0.2 -0.3
H -5.708277 2.794320 -3.780644 -0.6 -0.4 0.6
H -5.600449 -4.175478 -1.441322 0.8 0.5 0.2
H 3.510393 -1.787035 -0.483527 0.6 0.5 -0.6
H -1.578510 4.111165 10.524098 0.0 0.0 1.7
H -2.583892 1.955316 -4.998655 0.3 -0.1 1.2
H -2.581678 1.843616 10.129793 -0.6 0.8 -1.0
H 0.539928 -7.593589 -3.312904 -0.9 -0.4 -0.3
H 4.778469 -2.259574 1.130812 1.9 0.0 -0.5
H -6.465826 -6.630180 2.629681 -1.0 0.8 -0.2
H 2.318815 5.847624 6.082352 -0.2 0.1 0.4
H 4.896311 4.415733 -5.576831 0.0 0.6 -0.4
H -1.467355 2.382236 -3.660526 -1.0 -0.2 -0.1
H -2.984377 -4.740182 -0.842247 -0.6 -0.3 0.3
H 6.399102 1.669749 -8.289296 0.3 -0.2 -0.2
H -7.162154 -2.890313 1.863705 0.1 0.3 0.4
H 1.085710 3.580744 -9.461495 0.4 0.3 -0.7
H 0.369068 -1.147767 -2.050021 -0.2 -0.8 0.0
H -3.260507 7.397815 4.318886 0.0 0.0 0.2
H 1.030581 5.771728 2.645198 -0.5 -0.2 -0.2
H -1.979965 7.106929 3.150988 -0.8 -0.1 -0.3
H 8.839142 0.459836 -5.766895 0.5 -0.1 0.2
H 8.349874 -1.620161 -4.043633 -0.4 0.7 -1.0
H 6.020506 -1.230580 -4.152256 -1.2 0.7 1.0
H 0.488916 0.849006 -0.468891 0.4 0.0 -0.5
H -2.373368 -9.281241 -5.039299 -0.1 0.1 0.0
H 2.816492 -4.799953 1.592799 0.3 0.6 -0.7
H 0.738862 7.824057 6.955221 -0.6 -0.1 0.3
H -0.232127 7.730278 4.030369 0.2 0.8 0.7
H 5.476244 -4.136091 -6.405728 0.4 1.0 -0.6
H 5.500924 -3.245961 -7.983527 -0.2 0.1 -0.2
H -1.400681 -10.011380 -6.268101 -0.2 0.4 -0.2
H -5.043191 -5.745437 -1.835273 0.0 -0.2 -0.1
H -2.656557 -5.021520 2.378384 0.9 0.6 0.1
H 0.886692 3.217194 5.824356 0.5 0.5 -1.2
H -2.295286 1.712322 13.646451 0.5 -0.5 0.1
H 3.382639 2.436644 -5.560512 0.2 -0.5 1.1
H 0.033589 -0.671717 4.367559 -0.3 0.5 -0.2
H -1.007600 -6.664263 -8.237132 0.1 0.2 0.0
H -3.453571 2.720045 5.514979 -0.9 0.7 -0.6
H -3.110780 -2.120187 0.432395 -1.6 -0.4 0.0
H 1.472811 0.929707 2.263125 -0.6 0.4 0.0
H -5.597538 2.751918 0.359498 -0.4 0.0 -0.2
H -4.434987 3.412276 -4.742014 0.1 -0.6 0.6
```
Positions in Å, forces in eV/Å.